[1]
C4H4N2 | ωB97M-V/def2-TZVPD

XYZ file:
```
10
Properties=species:S:1:pos:R:3:lowdin_charge:R:1
N -1.81 0.80 -0.93 0.0477
N -0.64 0.34 -1.23 0.0383
C -1.88 0.37 0.32 -0.0867
C 1.26 0.14 0.20 -0.0337
C -1.21 -0.35 1.21 0.0573
C -0.18 -0.41 -0.07 -0.4102
H -0.30 -1.53 -0.17 0.1638
H 1.54 -0.19 1.17 0.0628
H 1.91 -0.36 -0.53 0.0837
H 1.31 1.20 0.02 0.0771
```

- 2S+1: 1
- HOMO energy: -0.3817 Ha
- Kohn-Sham gap: 9.63 eV
- Lowest unoccupied orbital energy: -0.755 eV
- Calculated total energy: -7186.12072 eV
- Molar mass: 80.09 g mol⁻¹

***

[2]
C4H4N2 | ωB97M-V/def2-TZVPD

XYZ file:
```
10
Properties=species:S:1:pos:R:3:lowdin_charge:R:1
N -1.56 0.07 0.60 0.0693
N -0.61 -1.05 -1.15 0.0702
C 0.50 -0.38 -1.08 -0.1642
C -1.03 -1.07 0.13 -0.1406
C 0.76 0.20 0.29 -0.1658
C -0.51 0.82 0.79 -0.1681
H 1.13 -0.22 -1.95 0.1120
H 0.52 -0.92 0.88 0.1678
H 1.68 0.76 0.43 0.1063
H -0.58 1.80 1.25 0.1131
```

- 2S+1: 1
- HOMO energy: -0.3412 Ha
- Kohn-Sham gap: 9.19 eV
- Lowest unoccupied orbital energy: -0.092 eV
- Calculated total energy: -7188.55528 eV
- Molar mass: 80.09 g mol⁻¹

***

[3]
C4H4N2 | ωB97M-V/def2-TZVPD

XYZ file:
```
10
Properties=species:S:1:pos:R:3:lowdin_charge:R:1
N -1.19 -0.84 0.22 0.0189
N -1.10 2.12 -1.60 0.1527
C -0.68 1.36 -0.82 -0.1729
C 1.15 0.06 0.22 -0.0934
C -0.29 0.38 0.20 -0.3690
C 2.29 -0.32 0.32 0.1312
H -1.96 -0.78 -0.41 0.0736
H -0.85 0.38 1.16 0.1521
H -0.67 -1.70 0.28 0.0707
H 3.31 -0.65 0.42 0.0361
```

- 2S+1: 1
- HOMO energy: -0.3528 Ha
- Kohn-Sham gap: 10.34 eV
- SMILES string: C#C[C@H](N)C#N
- Lowest unoccupied orbital energy: 0.736 eV
- Calculated total energy: -7188.84194 eV
- Molar mass: 80.09 g mol⁻¹

***

[4]
C4H4N2 | ωB97M-V/def2-TZVPD

XYZ file:
```
10
Properties=species:S:1:pos:R:3:lowdin_charge:R:1
N 0.42 0.25 0.10 -0.0039
N 0.97 -0.42 1.21 0.1231
C -0.47 2.57 -0.38 0.0162
C 0.08 -2.53 0.01 0.0083
C 0.46 -1.38 0.51 -0.2430
C -0.02 1.38 -0.09 -0.1189
H 0.70 -3.40 0.19 0.0562
H 0.19 3.33 -0.78 0.0552
H -0.83 -2.63 -0.56 0.0523
H -1.50 2.83 -0.22 0.0545
```

- 2S+1: 1
- HOMO energy: -0.3149 Ha
- Kohn-Sham gap: 9.32 eV
- Lowest unoccupied orbital energy: 0.749 eV
- Calculated total energy: -7187.03215 eV
- Molar mass: 80.09 g mol⁻¹

***

[5]
C4H4N2 | ωB97M-V/def2-TZVPD

XYZ file:
```
10
Properties=species:S:1:pos:R:3:lowdin_charge:R:1
N -0.59 -1.66 0.20 -0.0251
N 0.67 -1.64 -0.10 -0.0257
C 1.39 -0.36 -0.18 -0.0898
C 0.71 0.83 -0.01 -0.0892
C -1.37 -0.41 0.20 -0.0900
C -0.75 0.79 -0.04 -0.0904
H -2.44 -0.64 0.38 0.0997
H 2.47 -0.54 -0.35 0.0993
H -1.18 1.78 -0.30 0.1059
H 1.09 1.85 0.19 0.1052
```

- 2S+1: 1
- HOMO energy: -0.3384 Ha
- Kohn-Sham gap: 9.60 eV
- SMILES string: c1ccnnc1
- Lowest unoccupied orbital energy: 0.389 eV
- Calculated total energy: -7190.59676 eV
- Molar mass: 80.09 g mol⁻¹

***

[6]
C4H4N2 | ωB97M-V/def2-TZVPD

XYZ file:
```
10
Properties=species:S:1:pos:R:3:lowdin_spin:R:1
N 0.68 -0.95 0.37 0.0051
N 1.99 0.10 -1.44 0.0124
C -0.60 1.81 -0.61 0.8587
C -0.65 0.90 0.22 0.8190
C 1.34 -0.48 -0.67 0.0097
C -0.64 -0.51 0.73 0.1403
H 0.69 -1.95 0.55 0.0015
H -1.46 -1.15 0.07 0.0553
H -0.87 -0.45 1.83 0.0260
H -0.48 2.68 -1.06 0.0719
```

- 2S+1: 3
- HOMO energy (spin up / spin down): -0.2053 / -0.3651 Ha
- Kohn-Sham gap (spin up / spin down): 6.16 / 7.19 eV
- Lowest unoccupied orbital energy (spin up / spin down): 0.576 / -2.748 eV
- Calculated total energy: -7184.30376 eV
- Molar mass: 80.09 g mol⁻¹

***

[7]
C4H4N2O | ωB97M-V/def2-TZVPD

XYZ file:
```
11
Properties=species:S:1:pos:R:3:lowdin_charge:R:1
O 2.49 -1.37 -0.15 0.1066
N -1.29 0.44 -0.07 0.0326
N 0.01 -1.76 0.10 0.1161
C 1.50 -0.73 -0.05 -0.3258
C 1.13 0.63 -0.01 -0.0717
C -1.13 -1.30 0.07 -0.1107
C -0.16 1.13 -0.01 -0.1845
H -2.11 1.08 -0.04 0.1123
H -0.21 2.22 0.05 0.1242
H 1.95 1.34 0.01 0.1032
H -2.17 -1.68 0.09 0.0976
```

- 2S+1: 1
- HOMO energy: -0.3308 Ha
- Kohn-Sham gap: 9.62 eV
- SMILES string: O=c1cc[nH]cn1
- Lowest unoccupied orbital energy: 0.621 eV
- Calculated total energy: -9238.12623 eV
- Molar mass: 96.09 g mol⁻¹

***

[8]
C4H4N2O | ωB97M-V/def2-TZVPD

XYZ file:
```
11
Properties=species:S:1:pos:R:3:lowdin_charge:R:1
O 0.27 -1.27 -0.94 0.0666
N -1.93 1.43 0.75 0.1379
N 2.72 -0.66 1.37 0.1828
C 2.04 -0.60 0.43 -0.1399
C -1.66 -0.01 0.24 -0.1717
C 1.24 -0.57 -0.80 -0.2762
C -0.82 1.14 0.25 -0.2066
H -2.13 -0.32 -0.70 0.0849
H 1.61 0.10 -1.59 0.1316
H -1.50 -0.80 0.97 0.0875
H 0.16 1.55 0.02 0.1032
```

- 2S+1: 1
- HOMO energy: -0.3804 Ha
- Kohn-Sham gap: 9.25 eV
- SMILES string: C1=NC1.N#CC=O
- Lowest unoccupied orbital energy: -1.105 eV
- Calculated total energy: -9236.42212 eV
- Molar mass: 96.09 g mol⁻¹